(1)
DFT (ωB97M-V/def2-TZVPD) results for C63H49IN3O2P2SZr as an isolated structure at a distorted geometry.

The geometry in ORCA input format:
```
! wB97M-V def2-TZVPD RIJCOSX def2/J DEFGRID3
* xyz 3 1
I -0.922 -0.231 -3.236
Zr 0.097 0.070 -0.529
S -2.742 0.774 0.210
P -2.010 -2.129 -0.335
P -0.466 1.106 2.411
O -1.370 1.400 -0.280
O 2.253 0.742 0.727
N 0.861 -1.750 0.712
N 2.084 -0.709 -1.397
N 1.196 1.742 -1.860
C -1.088 -0.442 4.672
C 2.594 -1.870 -0.950
C 4.343 -1.772 -2.574
C -2.221 -4.006 1.812
C -4.856 4.651 4.870
C -4.001 1.804 -2.004
C -2.496 3.531 4.994
C 3.707 -2.445 -1.543
C -3.973 3.279 3.134
C 1.942 -2.427 0.250
C -0.064 0.064 3.870
C -3.617 2.014 1.144
C 1.855 -3.953 2.094
C -5.383 -2.968 -2.569
C -4.201 -2.559 3.105
C -4.045 -0.622 -1.707
C 1.703 4.404 1.355
C 0.774 -3.248 2.581
C -4.906 2.343 0.763
C -6.405 0.119 -4.490
C 0.303 -2.173 1.849
C 0.385 -4.486 -2.691
C 2.541 3.785 3.519
C -4.868 1.742 -3.100
C 2.440 -3.536 0.907
C -1.838 -4.919 -1.095
C -3.608 -1.889 -1.237
C -5.677 -1.777 -3.176
C 2.592 4.605 2.401
C 0.777 2.481 2.510
C -1.617 2.687 4.314
C 1.249 -0.341 4.111
C -3.657 -2.086 1.922
C 2.720 -0.033 -2.366
C 0.526 -1.610 6.020
C -5.261 3.667 2.703
C 0.988 3.700 -3.223
C -5.416 0.524 -3.435
C 0.621 2.912 -2.148
C -4.332 -3.001 -1.637
C 2.553 2.004 -3.812
C -2.666 -2.810 1.252
C -6.653 -1.393 -4.251
C -3.097 2.431 2.413
C -1.304 -5.953 -1.847
C 1.978 3.238 -4.074
C 1.545 -1.153 5.196
C -5.007 -0.624 -2.730
C -1.304 -3.628 -1.167
C -3.693 3.828 4.398
C 3.866 -0.535 -2.969
C -2.779 -4.486 2.988
C -0.793 -1.272 5.744
C -5.886 4.576 3.719
C -5.740 3.174 1.520
C -0.179 -3.447 -1.969
C 2.150 1.287 -2.698
C -1.866 2.131 3.065
C 0.800 3.354 1.415
C -3.639 0.671 -1.296
C -0.195 -5.743 -2.654
C 1.643 2.726 3.576
C -3.770 -3.765 3.637
H 3.201 3.964 4.357
H -6.514 -1.978 -5.159
H -6.853 4.194 4.045
H -0.563 -1.635 2.191
H 1.716 5.061 0.495
H 1.263 -4.308 -3.300
H 4.380 0.026 -3.733
H -7.672 -1.586 -3.908
H 0.760 -2.226 6.877
H -3.618 2.767 -1.690
H -2.446 -5.434 3.392
H -1.589 -1.643 6.375
H -0.689 2.449 4.814
H -4.076 -3.962 -1.224
H 3.314 5.410 2.354
H -6.737 3.398 1.163
H 5.221 -2.195 -3.043
H 2.142 1.431 1.403
H -1.443 -4.577 1.326
H 2.248 -4.809 2.626
H -2.229 3.932 5.963
H 3.199 0.716 0.539
H -5.898 -3.886 -2.820
H 1.630 2.097 4.455
H -4.213 -4.150 4.546
H -5.127 2.651 -3.627
H -7.324 0.704 -4.441
H 0.244 -2.464 -2.072
H 0.501 4.650 -3.388
H 2.054 -0.005 3.467
H -4.033 -1.160 1.505
H -5.973 0.298 -5.477
H -5.250 4.246 5.804
H 3.297 1.609 -4.487
H -6.067 5.560 3.284
H -2.116 -0.169 4.468
H -4.977 -1.993 3.604
H 0.071 3.217 0.628
H -5.311 1.942 -0.152
H 2.287 3.821 -4.931
H -2.660 -5.151 -0.434
H 4.078 -3.401 -1.209
H 2.571 -1.430 5.399
H -4.560 5.679 5.081
H -0.190 3.229 -1.506
H -1.762 -6.932 -1.805
H 3.295 -4.070 0.520
H 0.212 -6.553 -3.244
H 0.287 -3.518 3.507
*
```

Output
* energy relative to the best compared isomer or geometry (same formula, charge and spin): 0.2875 eV
* Kohn-Sham gap: 6.28 eV
* F_max: 1.447 eV/A
* LUMO: -0.302 hartree
* highest occupied orbital energy: -14.5 eV

***

(2)
DFT (ωB97M-V/def2-TZVPD) results for a 2-piece molecular cluster, C7H18BNO3 overall at a distorted geometry.

The geometry in ORCA input format:
```
! wB97M-V def2-TZVPD RIJCOSX def2/J DEFGRID3
* xyz 0 1
O 2.093 0.716 1.561
O 2.417 -0.654 -0.125
O -4.154 -1.989 0.119
N -2.473 -0.910 -3.044
C 2.780 0.318 0.479
C -3.250 -0.736 -1.815
C -3.217 -2.051 -0.952
C 2.544 1.733 2.461
C 3.935 1.151 -0.006
C 2.150 3.113 1.976
C -1.779 -2.439 -0.512
B -1.054 -1.313 0.398
H -1.173 -2.487 -1.448
H 2.447 3.873 2.699
H 2.612 3.349 1.016
H -4.323 -0.590 -2.061
H 0.102 -1.068 0.289
H -1.480 -0.830 -2.881
H -2.791 -0.302 -3.782
H -1.654 -0.658 1.196
H -2.926 0.131 -1.192
H 4.452 1.694 0.783
H 2.050 1.529 3.411
H 1.070 3.168 1.831
H -1.728 -3.440 -0.030
H -4.945 -2.446 -0.152
H -3.568 -2.850 -1.646
H 3.616 1.644 2.645
H 3.577 1.855 -0.757
H 4.670 0.488 -0.460
*
```

Output
* energy relative to the best compared isomer or geometry (same formula, charge and spin): 0.2929 eV
* Kohn-Sham gap: 9.72 eV
* F_max: 1.403 eV/A
* LUMO: 0.027 hartree
* highest occupied orbital energy: -9.0 eV

***

(3)
DFT (ωB97M-V/def2-TZVPD) results for a 8-piece molecular cluster, C75H101N13O4P overall at a distorted geometry.

The geometry in ORCA input format:
```
! wB97M-V def2-TZVPD RIJCOSX def2/J DEFGRID3
* xyz 8 2
P -0.076 0.998 -0.729
O 0.519 1.952 0.334
O 0.946 0.997 -1.968
O -0.132 -0.486 -0.027
O -1.510 1.366 -1.190
N -2.060 -0.795 -4.089
N -2.475 -2.891 1.144
N 7.184 -4.591 -4.877
N 3.202 -8.169 -0.637
N 3.015 -1.120 0.171
N 0.290 1.657 3.890
N -1.755 6.652 8.583
N -3.730 3.045 0.903
N -3.523 9.565 3.923
N -0.187 5.149 -2.381
N 1.277 5.278 -0.573
N -1.631 -7.699 -2.802
N 4.118 1.404 -3.136
C 3.385 0.457 -3.756
C -4.852 4.958 1.853
C -0.036 2.518 6.082
C 2.112 4.897 0.588
C -3.644 -5.256 0.962
C -1.944 7.627 9.664
C 5.386 -0.945 -3.521
C -0.226 2.853 3.355
C -1.151 -4.934 0.337
C -2.865 9.385 2.747
C 2.337 -3.052 -1.078
C 2.962 -7.679 0.642
C -1.033 4.653 6.689
C -4.154 8.555 4.545
C 6.700 -3.088 -3.088
C 5.444 1.230 -2.722
C -2.929 -2.319 -0.209
C -3.513 -3.919 1.691
C -2.097 5.352 8.817
C 3.499 -3.248 0.950
C -2.542 3.671 0.887
C -2.839 8.068 2.170
C -3.525 7.015 2.775
C -2.443 4.900 1.534
C -1.727 4.343 7.917
C -2.219 0.678 -4.143
C -2.290 -5.931 0.890
C -2.726 -1.600 -4.956
C -2.218 -1.825 2.297
C -0.626 3.648 5.638
C -1.055 7.008 7.451
C 4.087 -0.745 -3.991
C 2.859 -6.230 0.785
C -2.832 -5.678 -3.094
C -0.591 3.924 4.222
C -3.706 10.932 4.470
C 3.001 -5.351 -0.283
C -3.938 1.685 0.459
C -4.488 -1.238 -1.807
C -1.180 -1.305 -3.140
C -0.464 -5.793 -3.594
C 0.998 0.648 2.993
C 3.222 -5.974 -1.569
C -1.778 -3.539 -3.813
C -1.066 -2.666 -3.053
C -1.110 -3.509 0.985
C 3.414 2.717 -3.026
C 3.422 0.257 0.172
C 6.110 -2.177 -4.003
C -1.684 -4.995 -3.577
C -0.085 3.560 -4.282
C 7.142 -4.372 -3.539
C 2.889 -3.865 -0.123
C -0.470 -7.084 -3.284
C 0.563 4.478 -1.463
C -0.779 5.985 6.503
C 3.255 -7.361 -1.684
C 2.412 -1.657 -0.913
C 6.154 0.081 -2.925
C -1.609 -9.142 -2.455
C -0.984 4.645 -3.511
C 0.439 1.575 5.234
C 6.723 -3.739 -5.791
C -2.792 -7.015 -2.702
C 7.757 -5.799 -5.422
C -4.156 7.218 4.021
C 0.042 6.499 -2.065
C 3.534 -1.864 1.123
C 3.472 -9.591 -0.842
C -4.312 -1.812 -0.453
C 6.163 -2.527 -5.372
C -2.683 -3.000 -4.727
C -4.863 3.664 1.343
C 1.017 6.576 -1.078
C -3.600 5.584 2.191
H -4.868 1.262 0.839
H 0.387 -7.742 -3.264
H 8.434 -5.620 -6.257
H 1.484 7.411 -0.578
H -1.937 4.256 -3.153
H 3.765 -9.762 -1.877
H -1.052 -9.759 -3.159
H 3.365 -5.436 -2.494
H 0.341 0.540 2.131
H 0.028 2.387 7.153
H -2.159 -1.555 -0.315
H -0.443 7.296 -2.610
H -0.506 -2.801 0.416
H 4.262 -1.369 1.749
H 5.718 -1.873 -6.108
H 2.855 2.689 -2.091
H 0.475 2.754 -3.809
H 2.674 -5.758 1.739
H -2.595 -9.577 -2.622
H 0.431 -5.215 -3.770
H 7.188 -0.093 -2.667
H 5.996 2.043 -2.272
H -3.231 -3.611 -5.428
H -3.610 -7.559 -2.253
H -2.568 10.302 2.259
H -0.972 4.855 3.829
H 2.812 5.716 0.753
H -0.327 -3.044 -2.362
H -2.473 -6.834 0.306
H 6.835 -3.913 -6.851
H 1.996 -1.001 -1.662
H -4.521 -2.141 -2.416
H -4.075 11.641 3.728
H 4.474 0.268 -0.114
H -0.821 8.050 7.285
H -0.926 7.764 10.029
H -3.094 0.873 -3.524
H -0.752 -0.576 -2.468
H -3.095 1.119 0.855
H -0.612 -3.748 1.924
H -4.402 -1.040 0.311
H 4.220 3.447 -3.103
H -3.638 -0.651 -2.154
H 3.619 -7.819 -2.592
H 2.967 -8.328 1.505
H 2.357 0.739 -3.932
H -3.377 -1.214 -5.726
H 1.190 -0.289 3.516
H 6.853 -6.297 -5.771
H -0.262 -5.527 0.553
H 2.592 -10.163 -0.547
H -2.284 7.936 1.253
H -4.389 -5.891 1.439
H -4.425 -3.321 1.655
H -4.372 10.999 5.330
H 1.964 1.097 2.762
H -1.497 -9.150 -1.371
H -0.828 -4.830 -0.699
H -2.464 8.521 9.322
H -3.727 -5.081 -3.004
H 1.523 4.824 1.502
H 4.057 -3.826 1.671
H -0.115 3.012 2.293
H 6.736 -2.965 -2.016
H -2.598 5.193 9.760
H 3.711 -1.520 -4.642
H 0.716 3.954 -4.908
H -0.679 3.067 -5.052
H 2.643 3.972 0.366
H -5.023 -2.590 -0.177
H -1.987 -6.201 1.902
H -2.494 7.196 10.500
H -3.101 -1.287 2.644
H 2.670 2.845 -3.813
H -1.124 5.458 -4.224
H -1.343 1.125 -3.674
H -5.767 3.133 1.083
H -5.379 -0.643 -2.006
H 2.811 0.821 -0.533
H -3.849 1.653 -0.627
H -2.769 -3.057 -0.994
H -0.181 6.250 5.644
H 2.094 -3.463 -2.046
H -2.420 1.019 -5.159
H -2.104 3.333 7.971
H -5.809 5.448 1.958
H -1.932 -2.374 3.193
H 4.256 -9.946 -0.173
H -3.418 -3.981 2.775
H 8.250 -6.438 -4.689
H -1.763 2.993 0.571
H 3.271 0.728 1.143
H -1.469 -1.077 2.037
H 7.333 -5.218 -2.895
H -4.056 -5.157 -0.043
H -4.590 8.734 5.517
H 1.056 0.734 5.514
H 0.600 3.400 -1.409
H -1.549 5.501 1.619
H -2.730 11.273 4.815
H -4.607 6.371 4.517
*
```

Output
* Kohn-Sham gap (alpha / beta): 1.75 / 4.51 eV
* F_max: 4.752 eV/A
* LUMO (alpha / beta): -0.600 / -0.600 hartree
* highest occupied orbital energy (alpha / beta): -18.1 / -20.8 eV

***

(4)
DFT (ωB97M-V/def2-TZVPD) results for a 2-piece molecular cluster, C5H13N overall at a distorted geometry.

The geometry in ORCA input format:
```
! wB97M-V def2-TZVPD RIJCOSX def2/J DEFGRID3
* xyz 0 1
N 1.927 0.118 -1.288
C -1.947 -0.909 0.550
C 0.064 1.708 1.479
C -0.671 0.424 1.564
C -0.371 -0.688 0.790
C 1.266 -0.395 -2.487
H 0.349 -0.953 -2.258
H -1.240 0.283 2.487
H -2.532 -1.202 1.437
H 0.186 2.016 0.438
H 0.034 -1.581 1.260
H -2.467 -0.066 0.096
H 1.914 -1.038 -3.085
H -2.018 -1.693 -0.203
H 1.060 1.497 1.893
H 2.630 -0.562 -1.023
H 0.954 0.416 -3.153
H 1.261 0.089 -0.507
H -0.401 2.536 2.009
*
```

Output
* energy relative to the best compared isomer or geometry (same formula, charge and spin): 5.3957 eV
* Kohn-Sham gap: 6.94 eV
* F_max: 2.848 eV/A
* LUMO: -0.016 hartree
* highest occupied orbital energy: -7.4 eV

***

| no. | E (eV) |
| --- | --- |
| 1 | -113469.4381 |
| 2 | -15858.3076 |
| 3 | -116169.2329 |
| 4 | -6880.8016 |